[1]
Here is C30H43CsN4PS3 as an isolated structure from OMol25. Energies are from the ωB97M-V functional and the def2-TZVPD basis.

Each line ends with the Löwdin charge.
Element x y z (Å)
Cs (-0.0271, 1.2479, 1.0085)  0.781
C (-3.8409, 2.5196, -0.9729)  -0.528
C (-2.8630, 3.5521, -1.5394)  -0.500
S (-1.1241, 3.0357, -1.4134)  0.671
C (-0.4900, 3.3255, -3.0881)  -0.522
C (-1.1360, 2.5051, -4.2024)  -0.513
S (-1.1610, 0.7170, -3.8471)  0.815
C (-2.8959, 0.3304, -4.2208)  -0.544
C (-3.9487, 1.0011, -3.3332)  -0.516
S (-3.6307, 0.8102, -1.5494)  0.811
H (-4.8629, 2.8344, -1.1818)  0.083
H (-3.7275, 2.4449, 0.1100)  0.074
H (-2.9809, 4.4831, -0.9867)  0.080
H (-3.0594, 3.7591, -2.5904)  0.065
H (0.5693, 3.0717, -3.0066)  0.068
H (-0.5696, 4.3898, -3.3081)  0.083
H (-0.5726, 2.6577, -5.1224)  0.076
H (-2.1625, 2.8211, -4.3825)  0.063
H (-2.9550, -0.7552, -4.1172)  0.056
H (-3.0832, 0.5791, -5.2656)  0.079
H (-4.9237, 0.5649, -3.5477)  0.074
H (-4.0094, 2.0681, -3.5396)  0.061
C (0.1492, -4.9782, 2.7157)  -0.116
C (0.9097, -4.0680, 1.9881)  -0.146
C (0.6908, -2.7006, 2.1083)  -0.052
C (-0.2546, -2.2081, 3.0083)  -0.267
C (-0.9995, -3.1336, 3.7581)  -0.007
C (-0.8172, -4.4951, 3.5939)  -0.073
N (-0.4938, -0.8340, 3.1077)  -0.064
N (-0.7215, -0.4460, 4.2773)  0.056
C (-1.2166, 0.8263, 4.5203)  -0.355
C (-1.6901, 0.9906, 5.8474)  -0.051
C (-2.1084, 2.2268, 6.2805)  -0.108
C (-2.1312, 3.3002, 5.3831)  -0.094
C (-1.7883, 3.0890, 4.0487)  -0.192
C (-1.2024, 1.9035, 3.6081)  -0.256
H (0.3371, -6.0425, 2.6356)  0.103
H (1.7667, -4.4182, 1.4161)  0.107
H (1.3177, -1.9919, 1.5728)  0.090
H (-1.7079, -2.7381, 4.4735)  0.112
H (-1.4073, -5.1908, 4.1787)  0.110
H (-1.7603, 0.1167, 6.4909)  0.100
H (-2.4396, 2.3601, 7.3034)  0.097
H (-2.3951, 4.2924, 5.7364)  0.097
H (-1.8988, 3.9238, 3.3568)  0.067
C (4.0831, 1.8301, 2.2563)  -0.273
P (3.2977, 0.9084, 0.8669)  0.782
C (4.5112, -0.4734, 0.7620)  -0.300
C (3.7838, 1.9621, -0.5484)  -0.406
C (4.3572, 1.4491, -1.7101)  -0.098
C (4.6234, 2.2778, -2.7933)  -0.081
C (4.3123, 3.6284, -2.7347)  -0.085
C (3.7255, 4.1497, -1.5883)  -0.079
C (3.4548, 3.3205, -0.5093)  -0.109
H (5.1270, 2.0452, 2.0289)  0.054
H (4.0183, 1.2176, 3.1560)  0.043
H (3.5584, 2.7646, 2.4514)  0.034
H (5.5252, -0.1001, 0.6181)  0.051
H (4.2591, -1.1582, -0.0481)  0.024
H (4.4596, -1.0259, 1.7004)  0.037
H (4.6092, 0.3966, -1.7760)  0.092
H (5.0804, 1.8667, -3.6854)  0.106
H (4.5257, 4.2731, -3.5784)  0.106
H (3.4829, 5.2037, -1.5325)  0.109
H (2.9870, 3.7402, 0.3751)  0.100
N (-0.7072, -4.9367, -0.7083)  0.064
C (-1.9341, -4.2465, -1.1988)  -0.093
C (-1.6141, -2.7752, -1.4346)  -0.184
N (-0.4860, -2.5711, -2.3296)  -0.044
C (0.6980, -3.2720, -1.8595)  -0.182
C (0.4495, -4.7651, -1.6453)  -0.095
H (-0.8986, -5.9269, -0.5680)  0.183
H (-0.4519, -4.5763, 0.2089)  0.117
H (-2.7221, -4.3660, -0.4557)  0.141
H (-2.2422, -4.7294, -2.1258)  0.138
H (-1.3724, -2.2854, -0.4842)  0.128
H (-2.5012, -2.2836, -1.8313)  0.114
H (-0.7065, -2.8154, -3.2868)  0.119
H (1.0101, -2.8140, -0.9154)  0.113
H (1.5091, -3.1491, -2.5754)  0.133
H (1.3192, -5.2695, -1.2254)  0.133
H (0.1844, -5.2416, -2.5887)  0.136

Results
molar mass	719.8	g/mol
max |F|	0.0306	hartree/bohr
total energy	-80101.795	eV
Kohn-Sham gap	5.490	eV
charge	+1

***

[2]
Here is C30H43F5IrN6PS as an isolated structure from OMol25. Energies are from the ωB97M-V functional and the def2-TZVPD basis.

Each line ends with the Mulliken spin population.
Element x y z (Å)
Ir (-0.5345, -0.0305, -0.2141)  0.052
N (-3.6313, -1.2643, -0.2801)  0.008
C (-2.6640, -2.1340, 0.1784)  -0.012
C (-3.1288, -3.3790, 0.6343)  0.000
C (-2.2558, -4.3205, 1.1073)  0.000
C (-0.8898, -4.0158, 1.1161)  0.001
C (-0.4962, -2.7946, 0.6635)  0.000
N (-1.3540, -1.8426, 0.1903)  -0.011
C (-3.6206, 0.0855, -0.5810)  -0.022
C (-4.8406, 0.6862, -0.9121)  -0.005
C (-4.8728, 2.0269, -1.1998)  -0.001
C (-3.6828, 2.7619, -1.1465)  -0.002
C (-2.5314, 2.1043, -0.8176)  0.011
N (-2.4855, 0.7750, -0.5445)  0.010
H (-4.5472, -1.6835, -0.3346)  0.002
H (-4.1935, -3.5713, 0.6136)  0.000
H (-2.6187, -5.2725, 1.4707)  0.000
H (-0.1538, -4.7253, 1.4658)  0.000
H (0.5469, -2.5229, 0.6447)  -0.002
H (-5.7426, 0.0882, -0.9303)  0.001
H (-5.8083, 2.5068, -1.4546)  0.000
H (-3.6606, 3.8212, -1.3566)  0.000
H (-1.5947, 2.6344, -0.7441)  -0.001
F (0.7689, 1.8067, -7.5070)  0.031
C (0.3819, 1.2744, -6.3894)  0.168
C (0.1850, 2.0961, -5.2657)  0.002
F (0.3625, 3.3943, -5.3719)  0.000
C (-0.2148, 1.5353, -4.0834)  0.055
F (-0.4815, 2.3429, -3.0616)  0.007
C (-0.4243, 0.1447, -3.9414)  0.061
S (-0.9471, -0.6969, -2.5632)  0.535
C (-0.2574, -0.6447, -5.1182)  0.094
F (-0.4608, -1.9424, -5.0508)  0.013
C (0.1480, -0.0998, -6.3142)  -0.010
F (0.3239, -0.8521, -7.3740)  -0.004
C (-2.4158, 2.4773, 3.9288)  0.000
N (-2.0101, 1.2736, 3.1983)  0.001
C (-3.1149, 0.4188, 2.8483)  0.000
C (-0.7219, 1.0366, 2.9013)  -0.004
N (-0.2213, 0.4089, 1.8112)  0.011
N (0.1495, 1.4983, 3.8233)  0.000
C (1.5029, 1.9217, 3.5042)  0.000
C (-0.1048, 1.3476, 5.2599)  0.000
H (-3.2593, 2.9258, 3.4028)  0.000
H (-1.6013, 3.1940, 3.9600)  0.000
H (-2.7330, 2.2412, 4.9449)  0.000
H (-3.7038, 0.2264, 3.7477)  0.000
H (-2.7407, -0.5269, 2.4752)  -0.001
H (-3.7624, 0.9005, 2.1247)  0.000
H (0.6884, 0.0546, 2.0659)  -0.006
H (2.2365, 1.1386, 3.7052)  0.000
H (1.7533, 2.7758, 4.1330)  0.000
H (1.5612, 2.2441, 2.4670)  0.000
H (-1.0677, 0.8790, 5.4332)  0.000
H (-0.0753, 2.3141, 5.7629)  0.000
H (0.6710, 0.7110, 5.6882)  0.000
C (2.7298, -1.0845, 2.3544)  -0.001
C (2.9717, -1.4519, 0.8908)  0.000
C (3.0478, -2.9734, 0.7506)  0.001
P (1.8924, -0.5087, -0.2939)  -0.014
C (2.4082, -1.0428, -1.9852)  -0.001
C (1.7681, -2.3822, -2.3870)  0.039
C (3.9264, -1.1393, -2.1976)  -0.001
C (2.3317, 1.2440, -0.0003)  0.003
C (3.7159, 1.7451, -0.4118)  0.000
C (1.2358, 2.0813, -0.6420)  -0.001
H (3.4358, -1.6332, 2.9783)  0.000
H (1.7290, -1.3782, 2.6857)  0.000
H (2.8876, -0.0275, 2.5584)  0.000
H (3.9471, -1.0520, 0.5900)  0.000
H (2.1749, -3.4792, 1.1706)  0.000
H (3.9087, -3.3135, 1.3272)  0.000
H (3.1909, -3.3163, -0.2681)  0.000
H (2.0227, -0.2390, -2.6234)  0.003
H (2.3452, -3.2160, -1.9948)  0.000
H (1.7753, -2.4810, -3.4725)  0.001
H (0.7410, -2.5143, -2.0458)  -0.016
H (4.3873, -1.8598, -1.5238)  0.000
H (4.4440, -0.1900, -2.0946)  0.000
H (4.1020, -1.5000, -3.2120)  0.000
H (2.2511, 1.3382, 1.0845)  0.000
H (3.8144, 1.7972, -1.4960)  0.000
H (4.5238, 1.1340, -0.0127)  0.000
H (3.8581, 2.7560, -0.0259)  0.000
H (1.3691, 2.1299, -1.7168)  0.000
H (1.2239, 3.1025, -0.2576)  0.000
H (0.1865, 1.7017, -0.4430)  0.006

Results
molar mass	838.0	g/mol
spin multiplicity	2
max |F|	0.0231	hartree/bohr
<S²>	0.7734
total energy	-77274.351	eV
Kohn-Sham gap (spin up / spin down)	7.903 / 5.789	eV
charge	+3

***

[3]
Here is a 7-piece molecular cluster, C30H43N7O10 overall from OMol25. Energies are from the ωB97M-V functional and the def2-TZVPD basis.

Each line ends with the Löwdin charge.
Element x y z (Å)
O (3.1479, -4.6504, 2.3431)  -0.010
N (3.0351, -4.5727, 1.0121)  -0.319
O (2.3190, -3.6907, 0.5260)  0.055
C (3.7088, -5.5121, 0.1534)  -0.063
C (3.5679, -5.4819, -1.4413)  0.109
C (4.0771, -6.7048, -2.2927)  0.031
C (5.0130, -7.6378, -1.6399)  -0.125
C (5.2998, -7.6062, -0.3535)  -0.084
C (4.6081, -6.6775, 0.7014)  0.117
H (3.1327, -4.6376, -1.8034)  0.034
H (3.9922, -6.7068, -3.3040)  0.041
H (5.5834, -8.3162, -2.1471)  0.074
H (5.9104, -8.3718, 0.1307)  0.101
H (4.9160, -6.8641, 1.6699)  0.055
O (-5.4674, 3.3304, 2.1145)  0.011
N (-5.0056, 3.0699, 3.2793)  -0.359
O (-5.4486, 3.3849, 4.3002)  0.126
C (-3.5668, 2.5447, 3.1569)  -0.111
C (-2.6186, 2.6411, 2.0247)  0.027
C (-1.1501, 2.0630, 2.0766)  0.043
C (-0.5891, 1.7686, 3.4859)  -0.070
C (-1.4727, 1.7678, 4.5207)  -0.105
C (-2.9776, 2.1207, 4.5383)  0.047
H (-3.0653, 2.8605, 0.9722)  0.095
H (-0.5080, 2.1701, 1.2686)  0.036
H (0.3592, 1.4384, 3.7489)  0.068
H (-0.9834, 1.4936, 5.5335)  0.117
H (-3.7186, 1.9258, 5.3433)  0.092
O (-7.3906, 1.0126, -0.0851)  0.028
N (-6.2669, 0.5473, 0.3535)  -0.352
O (-5.2176, 0.6463, -0.2100)  0.079
C (-6.2492, 0.2012, 1.7463)  -0.056
C (-7.5878, 0.1973, 2.6969)  0.106
C (-7.4650, -0.0271, 4.1990)  -0.029
C (-6.1139, -0.3860, 4.7814)  -0.105
C (-4.9627, -0.4490, 3.9568)  -0.077
C (-4.9447, -0.1813, 2.4187)  0.089
H (-8.4005, 0.4578, 2.2072)  0.013
H (-8.2503, 0.1351, 4.8231)  0.036
H (-6.0360, -0.3423, 6.0432)  0.163
H (-3.9933, -0.5963, 4.5082)  0.099
H (-4.2182, -0.3313, 1.8294)  -0.001
C (6.0977, -0.4778, 2.9703)  -0.029
N (4.6912, 0.0465, 2.7242)  -0.143
C (3.6805, -0.9513, 2.6246)  -0.047
C (4.5470, 1.4155, 2.4318)  -0.312
O (3.4841, 1.8096, 2.0832)  0.040
H (6.5947, -0.4746, 2.0540)  0.063
H (6.1841, -1.5311, 3.2834)  0.096
H (6.7173, -0.1368, 3.6704)  0.029
H (4.0175, -1.8667, 2.1267)  0.099
H (2.7991, -0.6890, 2.0968)  0.052
H (3.3067, -0.9285, 3.5249)  0.048
H (5.4215, 1.9156, 2.5778)  0.102
C (-0.0561, 1.1523, -1.6365)  -0.003
N (-0.1739, 0.0780, -0.5585)  -0.191
C (1.0308, -0.4893, -0.0613)  -0.069
C (-1.3610, -0.3051, -0.1922)  -0.396
O (-1.5887, -1.0550, 0.7505)  -0.030
H (-0.1588, 2.1648, -1.2197)  0.082
H (-0.8425, 0.9853, -2.4073)  0.074
H (0.9457, 0.8615, -2.0710)  0.086
H (1.4702, -1.0228, -0.8961)  0.089
H (1.0297, -1.2489, 0.7523)  0.083
H (1.5972, 0.2997, 0.5063)  0.098
H (-2.3747, 0.1853, -0.5448)  0.161
C (2.9747, -0.2270, -6.3386)  0.051
N (3.0024, 1.1536, -5.6707)  -0.183
C (3.9739, 2.0727, -5.8881)  -0.092
C (2.0545, 1.3439, -4.7557)  -0.279
O (1.9515, 2.4749, -4.1645)  -0.051
H (2.4164, -0.8739, -5.6994)  0.080
H (4.1009, -0.4504, -6.2797)  0.126
H (2.6009, -0.0245, -7.1919)  0.014
H (3.6061, 2.7208, -6.6733)  0.115
H (4.9098, 1.7351, -6.1686)  0.071
H (4.3360, 2.5585, -5.0508)  0.082
H (1.3602, 0.6544, -4.6291)  0.084
C (-2.9123, 4.2625, -1.8788)  -0.099
N (-2.5294, 3.2890, -2.8615)  -0.167
C (-1.5090, 3.5588, -4.0131)  -0.004
C (-3.3049, 2.2380, -2.9104)  -0.298
O (-3.0214, 1.2811, -3.7649)  -0.102
H (-1.9484, 4.4446, -1.3358)  0.080
H (-3.6132, 4.0774, -0.8897)  0.137
H (-3.2572, 5.2473, -2.3491)  0.099
H (-1.6289, 3.2627, -5.1090)  0.098
H (-0.5662, 2.8998, -3.7913)  0.077
H (-1.1584, 4.5962, -4.1991)  0.080
H (-3.8989, 1.9344, -2.1632)  0.074

Results
structure (SMILES)	O=[N+]([O-])c1ccccc1.O=[N+]([O-])c1ccccc1.O=[N+]([O-])c1ccccc1.CN(C)C=O.CN(C)C=O.CN(C)C=O.CN(C)C=O
molar mass	661.7	g/mol
max |F|	0.2342	hartree/bohr
total energy	-62686.513	eV
Kohn-Sham gap	7.008	eV

***

What is the molar mass in the first record?
719.8 g/mol

***

What is the molar mass in the first record?
719.8 g/mol

***

max |F| of number 1 (C30H43CsN4PS3)?
0.0306 hartree/bohr